Formula: C44H94N3O6SSi
Source: the Open Molecules 2025 dataset
Level of theory: wB97M-V/def2-TZVPD

Each atom is followed by the atoms it is bonded to, with distances in Å.
CARTESIAN COORDINATES (ANGSTROEM)
1 C -10.114 2.147 3.879  C2 1.522, H36 1.087, H37 1.088, H38 1.089
2 C -9.267 1.280 2.960  C1 1.522, C3 1.536, H39 1.089, H40 1.089
3 C -8.574 2.104 1.864  C2 1.536, C4 1.536, H41 1.089, H42 1.089
4 C -8.271 1.318 0.580  C3 1.536, C5 1.527, H43 1.089, H44 1.089
5 C -6.787 1.010 0.392  C4 1.527, C6 1.544, H45 1.091, H46 1.085
6 C -5.931 2.278 0.188  C5 1.544, C7 1.537, H47 1.087, H48 1.087
7 C -4.902 2.159 -0.948  C6 1.537, C8 1.532, H49 1.090, H50 1.090
8 C -3.487 1.835 -0.458  C7 1.532, C9 1.532, H51 1.089, H52 1.090
9 C -2.463 1.879 -1.597  C8 1.532, C10 1.515, H53 1.091, H54 1.088
10 C -1.033 1.976 -1.106  C9 1.515, C11 1.558, H55 1.088, H56 1.089
11 C 0.009 2.109 -2.257  C10 1.558, C12 1.496, H57 1.090, H58 1.077
12 C 1.184 1.195 -2.113  C11 1.496, C13 1.430, C30 1.418
13 C 1.058 -0.196 -2.424  C12 1.430, S14 1.773, N15 1.304
14 S -0.476 -0.926 -2.934  C13 1.773, H59 1.336
15 N 2.057 -1.033 -2.384  C13 1.304, N16 1.334
16 N 3.262 -0.611 -1.998  N15 1.334, Si17 1.873, C21 1.337
17 Si 4.537 -1.975 -2.147  N16 1.873, C18 1.871, C19 1.864, C20 1.862
18 C 5.886 -1.398 -3.308  Si17 1.871, H60 1.089, H61 1.086, H62 1.085
19 C 5.165 -2.493 -0.470  Si17 1.864, H63 1.088, H64 1.085, H65 1.086
20 C 3.684 -3.432 -2.933  Si17 1.862, H66 1.085, H67 1.085, H68 1.089
21 C 3.511 0.638 -1.592  N16 1.337, C22 1.491, C30 1.429
22 C 4.858 0.965 -1.043  C21 1.491, C23 1.553, H69 1.088, H70 1.080
23 C 4.997 0.709 0.483  C22 1.553, C24 1.524, H71 1.080, H72 1.088
24 C 6.402 0.300 0.907  C23 1.524, C25 1.515, H73 1.088, H74 1.093
25 C 6.433 -0.442 2.227  C24 1.515, N26 1.494, H75 1.091, H76 1.085
26 N 5.841 0.370 3.333  C25 1.494, C27 1.413, H77 1.015
27 C 6.815 0.881 4.220  N26 1.413, C28 1.498, O29 1.184
28 C 7.661 1.997 3.687  C27 1.498, H78 1.083, H79 1.084, H80 1.089
29 O 6.923 0.451 5.318  C27 1.184
30 C 2.465 1.608 -1.667  C12 1.418, C21 1.429, C31 1.508
31 C 2.736 3.023 -1.221  C30 1.508, O32 1.407, H81 1.083, H82 1.091
32 O 2.760 3.034 0.186  C31 1.407, C33 1.421
33 C 3.404 4.180 0.727  O32 1.421, C34 1.515, H83 1.096, H84 1.093
34 C 3.589 4.003 2.220  C33 1.515, C35 1.528, H85 1.087, H86 1.086
35 C 4.390 5.156 2.823  C34 1.528, H87 1.086, H88 1.084, H89 1.087
36 H -10.988 2.531 3.359  C1 1.087
37 H -10.462 1.591 4.747  C1 1.088
38 H -9.540 2.994 4.252  C1 1.089
39 H -8.524 0.753 3.558  C2 1.089
40 H -9.901 0.529 2.492  C2 1.089
41 H -9.226 2.946 1.638  C3 1.089
42 H -7.656 2.515 2.282  C3 1.089
43 H -8.819 0.378 0.609  C4 1.089
44 H -8.617 1.865 -0.295  C4 1.089
45 H -6.432 0.488 1.282  C5 1.091
46 H -6.676 0.347 -0.460  C5 1.085
47 H -5.397 2.481 1.113  C6 1.087
48 H -6.587 3.116 -0.032  C6 1.087
49 H -4.858 3.088 -1.516  C7 1.090
50 H -5.202 1.373 -1.641  C7 1.090
51 H -3.205 2.548 0.316  C8 1.089
52 H -3.500 0.828 -0.041  C8 1.090
53 H -2.679 2.748 -2.220  C9 1.091
54 H -2.614 1.001 -2.222  C9 1.088
55 H -0.960 2.879 -0.502  C10 1.088
56 H -0.756 1.146 -0.458  C10 1.089
57 H -0.498 1.847 -3.186  C11 1.090
58 H 0.323 3.134 -2.360  C11 1.077
59 H -1.000 -1.069 -1.713  S14 1.336
60 H 5.832 -0.328 -3.505  C18 1.089
61 H 6.869 -1.608 -2.897  C18 1.086
62 H 5.768 -1.889 -4.268  C18 1.085
63 H 5.194 -3.580 -0.487  C19 1.088
64 H 4.521 -2.202 0.354  C19 1.085
65 H 6.181 -2.145 -0.313  C19 1.086
66 H 2.959 -3.128 -3.681  C20 1.085
67 H 3.217 -4.068 -2.188  C20 1.085
68 H 4.475 -3.993 -3.428  C20 1.089
69 H 5.661 0.479 -1.593  C22 1.088
70 H 5.026 2.022 -1.178  C22 1.080
71 H 4.773 1.653 0.957  C23 1.080
72 H 4.246 0.015 0.852  C23 1.088
73 H 7.037 1.179 1.001  C24 1.088
74 H 6.872 -0.328 0.146  C24 1.093
75 H 7.469 -0.700 2.456  C25 1.091
76 H 5.893 -1.382 2.180  C25 1.085
77 H 5.284 -0.247 3.915  N26 1.015
78 H 8.067 2.571 4.510  C28 1.083
79 H 7.043 2.617 3.047  C28 1.084
80 H 8.499 1.587 3.126  C28 1.089
81 H 1.987 3.714 -1.587  C31 1.083
82 H 3.681 3.381 -1.632  C31 1.091
83 H 4.384 4.307 0.253  C33 1.096
84 H 2.815 5.075 0.510  C33 1.093
85 H 2.606 3.923 2.677  C34 1.087
86 H 4.113 3.064 2.375  C34 1.086
87 H 3.736 5.970 3.118  C35 1.086
88 H 4.934 4.815 3.696  C35 1.084
89 H 5.113 5.539 2.106  C35 1.087
90 C -2.936 -7.274 -3.572  C91 1.519, H95 1.091, H96 1.090, H97 1.091
91 C -3.705 -5.964 -3.546  C90 1.519, O92 1.419, H98 1.090, H99 1.096
92 O -2.960 -4.862 -3.053  C91 1.419, C93 1.413
93 C -1.785 -4.527 -3.762  O92 1.413, C94 1.519, H100 1.097, H101 1.090
94 C -2.012 -4.172 -5.221  C93 1.519, H102 1.090, H103 1.091, H104 1.091
95 H -2.562 -7.519 -2.577  C90 1.091
96 H -3.589 -8.080 -3.906  C90 1.090
97 H -2.084 -7.237 -4.253  C90 1.091
98 H -4.556 -6.051 -2.870  C91 1.090
99 H -4.112 -5.739 -4.539  C91 1.096
100 H -1.034 -5.321 -3.669  C93 1.097
101 H -1.396 -3.656 -3.235  C93 1.090
102 H -2.392 -5.017 -5.796  C94 1.090
103 H -1.073 -3.858 -5.679  C94 1.091
104 H -2.733 -3.357 -5.308  C94 1.091
105 C -7.692 -0.377 -5.629  C106 1.518, H110 1.090, H111 1.090, H112 1.091
106 C -6.787 0.253 -4.585  C105 1.518, O107 1.416, H113 1.090, H114 1.097
107 O -6.958 -0.268 -3.279  C106 1.416, C108 1.416
108 C -6.709 -1.654 -3.121  O107 1.416, C109 1.518, H115 1.095, H116 1.091
109 C -5.293 -2.072 -3.472  C108 1.518, H117 1.092, H118 1.090, H119 1.093
110 H -8.738 -0.273 -5.341  C105 1.090
111 H -7.547 0.114 -6.592  C105 1.090
112 H -7.485 -1.439 -5.767  C105 1.091
113 H -7.017 1.315 -4.494  C106 1.090
114 H -5.737 0.182 -4.894  C106 1.097
115 H -7.437 -2.246 -3.688  C108 1.095
116 H -6.898 -1.854 -2.066  C108 1.091
117 H -5.065 -1.905 -4.526  C109 1.092
118 H -5.146 -3.133 -3.266  C109 1.090
119 H -4.572 -1.504 -2.879  C109 1.093
120 C -2.625 -6.138 0.249  C121 1.519, H125 1.090, H126 1.090, H127 1.092
121 C -3.256 -6.112 1.631  C120 1.519, O122 1.414, H128 1.090, H129 1.097
122 O -3.746 -7.364 2.068  C121 1.414, C123 1.416
123 C -2.794 -8.406 2.175  O122 1.416, C124 1.519, H130 1.096, H131 1.090
124 C -1.665 -8.121 3.150  C123 1.519, H132 1.091, H133 1.090, H134 1.090
125 H -3.334 -6.516 -0.488  C120 1.090
126 H -2.328 -5.132 -0.049  C120 1.090
127 H -1.736 -6.770 0.216  C120 1.092
128 H -4.127 -5.458 1.622  C121 1.090
129 H -2.556 -5.694 2.365  C121 1.097
130 H -2.393 -8.665 1.188  C123 1.096
131 H -3.363 -9.270 2.518  C123 1.090
132 H -1.055 -7.273 2.836  C124 1.091
133 H -1.010 -8.990 3.223  C124 1.090
134 H -2.062 -7.901 4.141  C124 1.090
135 C 7.162 8.345 4.359  C136 1.518, H140 1.091, H141 1.090, H142 1.090
136 C 6.629 6.930 4.498  C135 1.518, O137 1.419, H143 1.089, H144 1.095
137 O 7.527 5.925 4.051  C136 1.419, C138 1.418
138 C 8.773 5.875 4.725  O137 1.418, C139 1.519, H145 1.095, H146 1.091
139 C 8.659 5.611 6.217  C138 1.519, H147 1.090, H148 1.090, H149 1.091
140 H 7.435 8.551 3.323  C135 1.091
141 H 6.399 9.060 4.667  C135 1.090
142 H 8.042 8.516 4.979  C135 1.090
143 H 5.742 6.813 3.877  C136 1.089
144 H 6.320 6.735 5.531  C136 1.095
145 H 9.344 6.791 4.538  C138 1.095
146 H 9.324 5.060 4.255  C138 1.091
147 H 8.129 6.409 6.737  C139 1.090
148 H 9.653 5.533 6.658  C139 1.090
149 H 8.122 4.679 6.402  C139 1.091

Results
net charge: +1
HOMO level: -0.4016 Ha
gap between HOMO and LUMO: 7.1 eV
E_tot: -3036.01963 Eh
E_LUMO: -3.8 eV